Computed, not measured: a structure of composition C27H35CeClN2O5S in a non-equilibrium geometry, with ωB97M-V with the def2-TZVPD basis set.

Values from the calculation:
Max |F|, eV Å⁻¹: 4.66
Relative energy (zero: lowest compared OMol25 entry of this formula, charge and spin), eV: 0.000
Net charge: -1
Total energy, eV: -78071.173
HOMO-LUMO gap (spin up / spin down), eV: 5.3 / 5.2
Spin multiplicity: 2

Atoms and positions in Å:
Ce: 0.4369 -0.0065 0.0022
Cl: -0.2425 0.0299 2.6525
N: 0.2273 2.1864 0.0839
N: 0.1624 -2.1898 0.1110
C: -0.2455 2.9382 -0.8869
C: -0.2994 -2.9404 -0.8664
C: 1.1457 2.9887 0.9300
C: 1.5007 4.0946 -0.0639
C: 2.3508 2.1999 1.3914
C: 0.3163 3.4248 2.1225
H: 2.8613 1.8093 0.5198
H: 2.0981 1.3662 2.0643
H: 3.0283 2.8853 1.8957
H: -0.5348 3.9923 1.7388
H: 0.9695 4.0505 2.7267
H: -0.0331 2.5494 2.6849
C: 1.0446 -3.0025 0.9890
C: 1.3897 -4.1335 0.0196
C: 0.1768 -3.3982 2.1687
C: 2.2640 -2.2415 1.4614
H: 2.7892 -1.8649 0.5930
H: 2.9210 -2.9474 1.9686
H: 2.0194 -1.4014 2.1294
H: -0.6822 -3.9472 1.7750
H: -0.1600 -2.5061 2.7122
H: 0.7988 -4.0335 2.7952
O: 0.2783 -4.1329 -0.9740
H: 1.4108 -5.0954 0.5309
H: 2.2949 -3.8908 -0.5549
O: 0.3599 4.1130 -1.0274
H: 2.3822 3.8155 -0.6594
H: 1.5670 5.0623 0.4329
C: -1.3519 2.5467 -1.8020
C: -1.3678 -2.5397 -1.8229
C: -1.1998 -1.2265 -2.6104
H: -2.3020 -2.4574 -1.2230
H: -1.4515 -3.3661 -2.5395
C: -1.0669 0.0046 -1.9441
C: -1.1972 1.2405 -2.6022
H: -1.7220 0.0184 0.0711
C: -1.4085 1.2384 -3.9970
C: -1.4905 0.0150 -4.6633
C: -1.6257 2.5190 -4.7317
C: -1.4120 -1.2131 -4.0057
H: -1.6672 0.0188 -5.7332
C: -1.6338 -2.4880 -4.7490
H: -1.7034 -2.2357 -5.8023
H: -2.5637 -2.9773 -4.4419
H: -0.7997 -3.1756 -4.5941
H: -2.5567 3.0065 -4.4250
H: -1.6915 2.2742 -5.7872
H: -0.7921 3.2051 -4.5685
H: -1.4683 3.3789 -2.5069
H: -2.2599 2.4504 -1.1658
C: 3.8407 0.6355 6.6194
C: 4.1947 0.4620 5.1646
C: 4.1925 -0.8127 4.5864
C: 4.3716 -0.9822 3.2026
C: 4.4528 0.1011 2.2714
C: 4.6733 1.3492 2.9439
C: 4.4996 1.5448 4.3293
S: 4.3778 -0.0556 0.3544
O: 5.0112 1.1723 -0.1086
O: 4.9223 -1.3849 0.0837
O: 2.9931 -0.0604 -0.2001
H: 2.8290 0.2525 6.8355
H: 4.5220 0.0800 7.2823
H: 3.8657 1.6892 6.9308
H: 4.0163 -1.6743 5.2438
H: 4.4137 -1.9971 2.8278
H: 4.9334 2.2225 2.3455
H: 4.5625 2.5452 4.7802

=====

Computed, not measured: an isolated molecule of C3H3NO3 in a non-equilibrium geometry, with ωB97M-V with the def2-TZVPD basis set.

Values from the calculation:
Max |F|, eV Å⁻¹: 7.76
Relative energy (zero: lowest compared OMol25 entry of this formula, charge and spin), eV: 1.589
Net charge: 0
Total energy, eV: -10791.111
HOMO-LUMO gap, eV: 10.9

Atoms and positions in Å:
O: -2.0865 -0.6660 -0.1912
C: -0.9315 -0.3381 -0.1883
C: -0.3731 1.0199 0.0138
O: 0.9521 0.9912 0.0387
C: 1.3140 -0.2700 -0.0498
O: 2.4799 -0.6857 -0.2269
N: 0.1987 -1.0780 0.3169
H: -0.9786 1.4970 0.9544
H: -0.5767 1.7237 -0.8599
H: 0.0018 -2.1941 0.1925